Computed, not measured: a structure of composition C4H4N2O2 in a non-equilibrium geometry, with wB97M-V/def2-TZVPD.

Structure (XYZ):
```
12
Properties=species:S:1:pos:R:3:nbo_charge:R:1
C -0.70 1.38 -0.77 0.184
C 0.93 0.25 0.96 -0.330
C 1.11 -0.28 -0.38 -0.494
C -0.37 0.04 -0.47 0.178
N -0.99 2.46 -1.01 -0.193
N -1.35 -0.99 -0.05 0.480
O -0.76 -1.96 0.41 -0.420
O -2.51 -0.72 -0.19 -0.351
H 0.56 -0.60 1.64 0.221
H 1.08 1.28 1.28 0.216
H 1.65 0.38 -1.10 0.246
H 1.36 -1.24 -0.31 0.260
```

The calculation puts the molar mass at 112.09 g mol⁻¹. The net charge is 0. The gap between HOMO and LUMO (alpha / beta) comes out at 7.1 / 8.2 eV. Its multiplicity is 3. The calculation puts the LUMO energy (alpha / beta) at -0.04 / -3.45 eV. Its total energy is -414.50169 hartree. The calculation puts the relative energy (zero: lowest compared OMol25 entry of this formula, charge and spin) at 102.5 kcal per mole.